102
Properties=species:S:1:pos:R:3:mulliken_charge:R:1 method="wB97M-V/def2-TZVPD" orbital_gap_ev=6.310 homo_energy_ev=-8.272 smiles="CCSCc1c(B(O)N(C)C)c([C@H](C)F)cc2c1C(=O)c1c(Br)cc(CNC)c(C(F)(F)CC[Si](C)(C)c3ccccc3)c1C2=O.CCOS(C)(=O)=O"
C 2.31270 1.27814 -1.23574 -0.072
C 3.24248 0.99718 -2.57255 -0.215
S 2.36779 0.12875 -3.97574 -0.166
C 2.35428 -1.76088 -3.72823 -0.779
C 2.23440 -2.00345 -2.11778 -0.564
C 3.64600 -2.26394 -1.25792 0.895
B 5.15452 -2.34680 -1.93249 0.860
O 6.30021 -1.50581 -1.43899 -0.702
N 5.50585 -3.24541 -3.14251 -0.230
C 6.12766 -2.41330 -4.26360 -0.858
C 6.57336 -4.25804 -2.78901 -0.778
C 3.59834 -2.46724 0.38683 0.319
C 4.90026 -2.73353 1.35029 -0.023
C 5.29006 -4.32248 1.55348 -0.995
F 4.56098 -2.21654 2.72705 -0.373
C 2.13229 -2.45006 1.08978 -1.186
C 0.66350 -2.23948 0.31938 0.454
C 0.76658 -2.00053 -1.31491 0.631
C -0.69166 -1.72853 -2.02978 0.302
O -0.67058 -1.18014 -3.23934 -0.548
C -2.16288 -1.90179 -1.24309 0.291
C -3.56840 -1.81693 -2.13347 -0.619
Br -3.73253 -1.62530 -4.11612 -0.086
C -4.98343 -1.94086 -1.31822 -0.860
C -5.09056 -2.10468 0.34520 0.173
C -6.62481 -2.24769 0.88108 -0.673
N -6.85308 -3.71372 1.23954 -0.261
C -7.60156 -3.88594 2.53484 -0.646
C -3.69111 -2.15946 1.26588 0.387
C -3.87510 -2.26974 2.84962 1.076
F -4.49844 -3.62110 3.12988 -0.339
F -2.76463 -2.18230 3.78469 -0.259
C -4.93107 -1.18141 3.55954 -0.958
C -5.10285 0.24309 2.83204 0.113
Si -3.57083 1.35553 2.57925 0.031
C -4.00017 3.14075 3.28425 -1.072
C -1.95329 0.83401 3.44681 -0.721
C -3.39618 1.63518 0.64157 0.557
C -1.94196 1.90705 -0.10945 -0.114
C -1.82253 2.08688 -1.76733 -0.210
C -3.13943 2.01208 -2.74501 -0.441
C -4.59728 1.78731 -2.03168 -0.458
C -4.71404 1.61279 -0.38847 -0.343
C -2.24306 -2.11552 0.42161 0.135
C -0.79767 -2.31866 1.14653 0.401
O -0.51705 -2.81682 2.35245 -0.616
H 2.24313 0.31786 -0.53193 -0.013
H 1.23921 1.70976 -1.48990 -0.234
H 2.90194 2.08421 -0.58161 0.235
H 4.22200 0.48743 -2.18641 0.022
H 3.57824 2.07890 -2.94996 0.390
H 3.30328 -2.19746 -4.24950 0.272
H 1.43576 -2.19061 -4.35946 0.381
H 5.89601 -0.82417 -0.82127 0.342
H 6.59002 -3.20498 -5.02953 0.319
H 5.35563 -1.77679 -4.86924 0.269
H 7.02762 -1.74552 -3.92239 0.249
H 6.63748 -5.00249 -3.72010 0.279
H 6.38612 -4.85171 -1.79744 0.161
H 7.63091 -3.70652 -2.79259 0.283
H 5.88168 -2.18423 1.03435 0.206
H 5.34335 -4.92991 0.54759 0.209
H 6.36859 -4.43217 2.05102 0.307
H 4.54742 -4.90194 2.27298 0.332
H 2.07411 -2.62376 2.26239 0.252
H -5.99381 -1.92174 -1.95593 0.188
H -7.39624 -2.04547 -0.01176 0.326
H -6.96518 -1.52291 1.72248 0.289
H -5.98271 -4.27942 1.17213 0.341
H -8.05480 -2.91151 2.99563 0.245
H -6.92328 -4.46037 3.32505 0.193
H -8.52436 -4.61449 2.34097 0.262
H -5.97680 -1.75353 3.63944 0.243
H -4.64802 -0.96716 4.70029 0.434
H -5.67412 0.20603 1.78620 -0.397
H -5.84963 0.87923 3.51821 0.456
H -3.90734 3.18009 4.46607 0.252
H -3.36083 3.96551 2.73861 0.309
H -5.13153 3.31274 2.96684 0.256
H -1.26592 0.07488 2.83888 0.074
H -2.19666 0.26418 4.46151 0.249
H -1.26636 1.75289 3.72894 0.333
H -0.98371 1.96668 0.58661 0.280
H -0.76725 2.28248 -2.25970 0.150
H -3.13095 2.12300 -3.92182 0.310
H -5.58670 1.73208 -2.69122 0.284
H -5.82938 1.45507 0.00919 0.193
C 1.57226 7.76241 1.13000 -0.958
C 2.60980 8.00020 0.04911 -0.321
O 3.70876 7.11033 0.18151 -0.258
S 3.54434 5.57882 -0.35051 1.215
C 5.26535 5.14461 -0.30987 -0.914
O 3.10673 5.60319 -1.72948 -0.652
O 2.85358 4.80758 0.66156 -0.581
H 1.08163 6.79358 0.99679 0.270
H 0.80185 8.53841 1.10375 0.383
H 2.03755 7.75546 2.12076 0.258
H 2.16560 7.92706 -0.94917 0.315
H 3.00651 9.01561 0.15214 0.269
H 5.80402 5.76889 -1.02527 0.321
H 5.35554 4.09240 -0.58768 0.339
H 5.64448 5.29658 0.70263 0.324

***

77
Properties=species:S:1:pos:R:3:lowdin_spin:R:1 method="wB97M-V/def2-TZVPD" orbital_gap_ev="2.195 / 2.199" homo_energy_ev="-7.679 / -7.679" multiplicity=2
C 4.79842 0.70222 0.26685 0.000
C 3.71394 -0.27868 0.66118 0.000
C 2.41872 0.38451 1.24170 0.000
C 1.25528 0.14248 0.32111 0.000
C 0.42578 -0.97124 0.68348 0.000
C -0.62981 -1.35985 -0.03673 0.000
C -0.92214 -0.63051 -1.19352 0.000
N -1.91339 -0.89813 -2.02678 0.000
S -1.82207 0.23375 -3.14238 0.001
N -0.50028 1.09078 -2.69766 0.000
C -0.10726 0.50096 -1.58189 0.000
C 1.01027 0.87906 -0.78568 0.000
C 1.81557 2.05125 -1.27604 0.000
C 2.11936 3.12438 -0.24635 0.000
O 3.17495 3.65726 -0.15136 0.000
I 0.47749 3.66847 1.07659 0.000
H 4.46866 1.35004 -0.53197 0.000
H 5.14738 1.32411 1.08674 0.000
H 5.63056 0.14194 -0.14078 0.000
H 3.43990 -0.81552 -0.23959 0.000
H 4.07883 -1.03483 1.33840 0.000
H 2.18916 -0.15784 2.15315 0.000
H 2.54433 1.41955 1.52866 0.000
H 0.68346 -1.49973 1.58093 0.000
H -1.20122 -2.20798 0.28855 0.000
H 2.71175 1.69429 -1.76949 0.000
H 1.23398 2.55006 -2.04619 0.000
B 6.76379 -0.07426 -3.69777 0.000
F 7.71471 0.89297 -3.80710 0.000
F 6.44152 -0.58047 -5.00095 0.000
F 7.25529 -1.14028 -2.90574 0.000
F 5.60284 0.44417 -3.12458 0.000
O -1.48895 0.92663 -7.18483 -0.001
V -0.83548 0.82761 -5.76638 0.000
F 5.17863 -2.49979 -1.08406 0.000
C -5.81369 2.14249 3.00951 0.000
O -5.44178 1.36149 4.17606 0.000
C -6.45621 0.37736 4.57840 0.000
C -6.00505 -1.04680 4.33330 0.000
N -5.98632 -1.34237 2.91148 0.000
C -5.33693 -2.60461 2.56806 0.000
C -3.85065 -2.77487 2.88627 0.000
O -3.00383 -1.93762 2.12527 0.000
C -2.83300 -0.63344 2.65483 0.000
H -5.08491 2.94944 2.90019 0.000
H -5.78138 1.51838 2.06555 0.000
H -6.82704 2.58642 3.14671 0.000
H -7.42317 0.57498 4.10724 0.000
H -6.58328 0.50565 5.67191 0.000
H -6.70381 -1.71750 4.83934 -0.001
H -5.01510 -1.16937 4.80416 0.000
H -5.50308 -0.60278 2.39495 0.000
H -5.45697 -2.72123 1.49005 0.000
H -5.88755 -3.42524 3.04138 0.000
H -3.59013 -3.80043 2.60906 0.000
H -3.62236 -2.68476 3.95627 0.000
H -2.85040 -0.64474 3.75531 0.000
H -3.59121 0.07651 2.25201 0.000
H -1.85140 -0.27681 2.33189 0.000
O -8.85430 -2.49031 8.53664 0.364
S -8.65927 -2.35674 7.08338 -0.052
O -9.93685 -2.71424 6.43778 0.410
O -7.65044 -3.33853 6.65819 0.301
O -8.24756 -0.99705 6.72486 -0.022
K 4.70896 -1.19122 -6.01189 0.000
Ca -6.05111 2.77391 5.91377 0.000
F -4.68856 0.34959 0.89326 0.000
K 7.01665 -3.34324 -3.24454 0.000
B 9.74261 2.38664 -7.80662 0.000
O 8.57896 1.91214 -6.97753 0.000
C 7.87420 1.08578 -7.68455 0.000
O 6.86716 0.51844 -7.32261 0.000
C 8.51371 0.93179 -9.07077 0.000
O 8.09383 0.23255 -9.95638 0.000
O 9.58304 1.68510 -9.12239 0.000
F 10.93284 2.02432 -7.21047 0.000
F 9.67658 3.75538 -7.98004 0.000

***

55
Properties=species:S:1:pos:R:3:lowdin_spin:R:1 method="wB97M-V/def2-TZVPD" relative_energy_kj_mol=374.0 orbital_gap_ev="7.916 / 5.062" homo_energy_ev="-14.389 / -14.383" total_charge=+2 multiplicity=2
Y -0.02386 -0.10709 -0.69049 0.013
P -0.48656 -2.56235 -0.87413 0.001
P -1.77006 0.96891 -2.20728 0.094
N 1.89903 -0.75549 -0.10649 0.000
N 1.07008 1.65487 -1.16190 0.286
H 3.63298 0.11123 0.39846 0.000
H 2.67862 2.49761 -0.25545 0.008
H 2.17499 0.70879 1.27072 0.000
C 2.60300 0.40999 0.30716 0.002
H 3.08174 1.36786 -1.58469 0.018
C 2.43404 1.54481 -0.71761 0.039
H 3.19962 -2.24390 0.15375 0.000
H 0.96014 3.55538 -1.82305 -0.004
C 2.20200 -2.03806 -0.17177 0.001
C 0.38474 2.60664 -1.75919 0.017
H 1.22580 -3.89161 0.11094 0.000
C 1.25784 -3.08560 -0.63236 0.000
H 1.58563 -3.48640 -1.59820 0.000
H -1.89015 0.25266 -3.38157 0.025
H -3.00680 0.98154 -1.55590 0.007
H -0.98680 -3.03716 -2.09165 0.000
H -1.25839 -3.09654 0.18161 0.000
O 0.54516 -1.00054 -2.72521 0.005
C 1.73520 -0.64351 -3.43241 0.001
C 2.27641 -1.91070 -4.04486 0.001
C 1.34781 0.41729 -4.43851 0.002
H 2.47699 -0.22399 -2.72017 0.000
H 2.61254 -2.61329 -3.27963 0.000
H 1.48946 -2.39192 -4.62999 0.000
H 3.10701 -1.66518 -4.68763 0.000
H 0.87268 1.28649 -3.97070 0.002
H 2.22628 0.74849 -4.97307 0.000
H 0.63346 -0.00584 -5.15103 0.000
C -0.92801 2.45990 -2.24538 0.448
H -1.42032 3.32449 -2.67619 0.017
C -3.08621 0.07449 1.39410 0.001
P -1.28928 0.25301 1.62548 0.001
C -1.34411 2.06843 1.24456 0.006
C -1.39691 0.06644 3.40661 0.000
C -0.76184 1.01776 4.22446 0.000
C -0.95173 0.96221 5.62637 0.000
C -1.77277 -0.02689 6.19630 0.000
C -2.40187 -0.97822 5.37533 0.000
C -2.21097 -0.94650 3.97487 0.000
H -3.40575 0.46986 0.42797 0.001
H -3.60210 0.60664 2.18405 0.000
H -3.32700 -0.99913 1.42426 0.000
H -1.78377 2.25891 0.26696 0.004
H -1.98985 2.52369 2.00528 0.000
H -0.33359 2.50988 1.28550 0.000
H -0.15034 1.78522 3.80374 0.000
H -0.46702 1.68451 6.24571 0.000
H -1.92175 -0.05493 7.26170 0.000
H -3.03011 -1.73210 5.80754 0.000
H -2.71527 -1.68104 3.38310 0.000

***

20
Properties=species:S:1:pos:R:3:lowdin_spin:R:1 method="wB97M-V/def2-TZVPD" relative_energy_kj_mol=31.7 orbital_gap_ev="10.368 / 7.079" homo_energy_ev="-9.906 / -9.513" multiplicity=2
C -1.01818 -0.61246 -1.22501 0.002
C -0.68708 -1.37334 0.04845 0.000
C -1.66571 -1.26027 1.18917 0.087
S -1.39154 0.24665 2.23764 0.842
H -1.75615 -1.17273 -1.77790 0.000
H -0.11059 -0.49789 -1.82540 0.000
H -1.28953 0.42317 -1.06098 0.001
H -0.64528 -2.43198 -0.22932 -0.001
H 0.32436 -1.22392 0.43659 0.000
H -1.75261 -2.03660 1.93717 0.018
H -2.66937 -0.97867 0.84950 0.021
H 2.45977 1.31251 -0.84826 0.000
H 1.01590 1.69093 -1.32752 0.000
O 1.93511 1.60537 -1.61446 0.000
H 2.69016 -0.02079 0.77843 0.000
H 3.10966 -0.96579 -0.30008 0.000
O 3.34972 -0.11064 0.07749 0.000
H -0.24848 1.92390 1.30840 0.004
H -1.27490 2.89850 0.74391 0.003
O -0.37526 2.58406 0.60220 0.022